(1)
DFT (ωB97M-V/def2-TZVPD) results for a molecular structure, C10H10Cl2Pt.

Geometry as XYZ:
```
23
C10H10Cl2Pt ωB97M-V/def2-TZVPD
C -2.38 -0.99 -0.09
C -1.62 -1.10 -1.36
C -1.44 0.18 -1.95
H -1.21 -2.10 -1.75
C -1.81 1.15 -1.00
C -2.47 0.50 0.17
H -2.76 0.98 1.13
H -2.51 -1.79 0.66
H -1.03 0.37 -2.92
H -1.61 2.26 -1.04
Pt -0.72 -0.34 0.98
Cl 0.29 -2.31 1.36
C 2.18 0.12 0.32
C 2.03 1.39 -0.37
C 1.74 1.15 -1.75
H 2.03 2.36 0.12
C 1.80 -0.32 -1.96
C 2.10 -0.93 -0.70
H 2.32 -1.96 -0.56
H 2.62 -0.02 1.27
H 1.14 1.85 -2.44
H 1.30 -0.87 -2.83
Cl -0.03 1.58 2.02
```

The gap between HOMO and LUMO (alpha / beta) comes out at 8.090 / 5.140 eV. The spin multiplicity is 5. The value obtained for the total energy is -38817.3328 eV. The value obtained for the energy above the lowest of the compared OMol25 structures with the same formula, charge and spin is 1.0668 eV.

(2)
DFT (ωB97M-V/def2-TZVPD) results for a molecular structure, C10H10Cl3HfN3O5S.

Geometry as XYZ:
```
33
C10H10Cl3HfN3O5S ωB97M-V/def2-TZVPD
Hf -0.66 0.10 -0.90
C 3.04 -1.37 -1.54
C 2.27 -0.54 -0.58
O 1.38 0.29 -1.03
N 2.43 -0.61 0.71
C 1.69 0.22 1.68
C 0.38 -0.38 2.16
C 0.29 -0.89 3.43
C -0.90 -1.45 3.87
C -1.99 -1.49 3.02
C -1.85 -0.95 1.76
N -0.69 -0.40 1.32
H 2.33 -1.95 -2.13
H 3.74 -2.03 -1.03
H 3.57 -0.69 -2.21
H 3.10 -1.29 1.06
H 1.56 1.20 1.24
H 2.35 0.35 2.54
H 1.16 -0.85 4.08
H -0.98 -1.86 4.87
H -2.94 -1.92 3.31
H -2.67 -0.97 1.05
Cl -2.48 4.03 -4.21
C -1.53 4.47 -2.81
Cl 0.05 5.08 -3.26
Cl -2.39 5.53 -1.71
C -1.29 3.21 -2.01
N -1.13 2.27 -1.37
O -2.23 -2.52 -3.17
S -1.64 -1.54 -2.38
O -0.92 -0.36 -3.01
O -0.54 -1.95 -1.38
O -2.53 -0.76 -1.38
```

The gap between HOMO and LUMO comes out at 9.185 eV. Its charge is +2. The value obtained for the total energy is -74936.9861 eV.

(3)
DFT (ωB97M-V/def2-TZVPD) results for a molecular structure, C10H10Cl5LiO2PS2.

Geometry as XYZ:
```
31
C10H10Cl5LiO2PS2 ωB97M-V/def2-TZVPD
Li -0.54 -0.04 0.13
Cl 2.82 0.60 0.53
C 1.77 1.97 0.02
C 0.40 1.77 -0.03
C -0.31 2.93 -0.21
Cl -2.08 2.77 -0.58
C 0.24 4.22 -0.26
Cl -0.76 5.66 0.31
C 1.61 4.33 -0.32
Cl 2.38 5.97 -0.67
C 2.39 3.21 -0.22
Cl 4.13 3.29 -0.63
C -2.28 -5.27 1.25
C -3.31 -4.59 0.38
O -2.74 -3.76 -0.62
P -2.00 -2.37 -0.24
S -2.92 -1.42 1.20
S -0.05 -2.61 -0.06
O -2.29 -1.52 -1.59
C -1.53 -1.66 -2.80
C -1.96 -2.87 -3.60
H -2.79 -5.92 1.97
H -1.69 -4.54 1.80
H -1.60 -5.88 0.65
H -4.00 -3.99 0.99
H -3.90 -5.33 -0.17
H -0.47 -1.71 -2.55
H -1.71 -0.74 -3.34
H -1.72 -3.79 -3.07
H -1.44 -2.87 -4.56
H -3.04 -2.85 -3.78
```

The gap between HOMO and LUMO (alpha / beta) comes out at 2.891 / 6.525 eV. Its charge is -2. The spin multiplicity is 2. The value obtained for the total energy is -108407.1612 eV.

(4)
DFT (ωB97M-V/def2-TZVPD) results for a molecular structure, C10H10ClISr.

Geometry as XYZ:
```
23
C10H10ClISr ωB97M-V/def2-TZVPD
C 1.87 2.61 -1.44
C 1.03 2.28 -0.33
C -0.01 1.43 -0.79
H 1.11 2.66 0.69
C 0.20 1.20 -2.18
C 1.34 1.98 -2.60
H 1.66 2.12 -3.62
H 2.72 3.28 -1.42
H -0.88 1.09 -0.22
H -0.46 0.60 -2.82
Sr 2.36 -0.20 -0.84
Cl 3.73 -0.48 1.36
C -1.01 -2.66 1.95
C -1.84 -2.42 0.80
C -2.31 -1.07 0.87
H -2.06 -3.11 0.00
C -1.76 -0.47 2.06
C -0.96 -1.46 2.72
H -0.40 -1.32 3.64
H -0.50 -3.58 2.16
H -2.90 -0.56 0.11
H -1.92 0.54 2.41
I 1.01 -2.47 -2.51
```

The gap between HOMO and LUMO comes out at 4.832 eV. Its charge is -2. The value obtained for the total energy is -31994.2155 eV.

(5)
DFT (ωB97M-V/def2-TZVPD) results for a single C10H10ClN molecule.

Geometry as XYZ:
```
22
C10H10ClN ωB97M-V/def2-TZVPD
Cl 3.74 -2.05 -3.03
C 2.50 -1.39 -1.98
C 2.50 0.04 -1.74
C 1.53 0.57 -0.92
C 0.58 -0.27 -0.41
C -0.56 0.42 0.27
N -0.42 1.68 0.48
C -1.42 2.09 1.45
C -2.25 0.82 1.89
C -1.75 -0.21 0.97
C 0.47 -1.61 -0.66
C 1.51 -2.23 -1.44
H 3.19 0.72 -2.28
H 1.49 1.69 -0.66
H -0.88 2.57 2.28
H -2.17 3.05 1.14
H -2.01 0.44 2.90
H -3.28 0.90 1.95
H -1.47 -1.09 1.50
H -2.46 -0.45 0.18
H -0.37 -2.33 -0.39
H 1.53 -3.36 -1.50
```

The gap between HOMO and LUMO comes out at 9.297 eV. The value obtained for the total energy is -24543.5368 eV. The value obtained for the energy above the lowest of the compared OMol25 structures with the same formula, charge and spin is 0.0000 eV.

(6)
DFT (ωB97M-V/def2-TZVPD) results for a single C10H10ClN3 molecule.

Geometry as XYZ:
```
24
C10H10ClN3 ωB97M-V/def2-TZVPD
C -2.24 -0.51 -1.38
C 2.67 1.77 -0.22
C 2.97 0.50 0.00
C 1.30 2.17 -0.43
C 1.99 -0.47 0.23
C 0.31 1.26 -0.32
C 0.68 -0.08 0.11
C -1.54 -0.08 -0.12
C -0.22 -2.29 0.33
C -2.35 -0.06 1.10
N -2.64 -0.81 -2.39
N -1.04 1.36 -0.36
N -0.45 -0.90 0.05
Cl -4.10 0.55 0.81
H 3.49 2.61 -0.33
H 4.02 0.22 0.18
H 1.14 3.19 -0.78
H 2.11 -1.57 0.27
H -0.12 -2.64 1.33
H -0.91 -3.02 -0.21
H 0.74 -2.46 -0.13
H -1.76 0.43 1.87
H -2.54 -1.02 1.50
H -1.51 1.85 -1.09
```

The gap between HOMO and LUMO (alpha / beta) comes out at 4.737 / 6.454 eV. The spin multiplicity is 3. The value obtained for the total energy is -27519.0272 eV.

(7)
DFT (ωB97M-V/def2-TZVPD) results for a single C10H10ClNO molecule.

Geometry as XYZ:
```
23
C10H10ClNO ωB97M-V/def2-TZVPD
C -2.27 -0.45 -1.85
C -1.38 -0.30 -0.70
C -1.94 -0.47 0.64
C -1.19 -0.28 1.74
C 0.20 0.06 1.64
C 0.85 0.43 2.76
Cl 0.24 0.24 4.35
C 0.77 0.16 0.32
C 2.13 0.51 0.12
N 3.05 0.90 0.99
O 4.14 1.34 0.62
C -0.05 -0.10 -0.78
C 0.67 -0.13 -2.13
H -2.31 -1.52 -1.89
H -2.04 0.12 -2.74
H -3.35 -0.21 -1.54
H -2.88 -0.91 0.78
H -1.54 -0.54 2.72
H 1.78 0.88 2.80
H 2.62 0.47 -0.88
H 1.14 0.91 -2.14
H -0.15 -0.31 -2.87
H 1.51 -0.80 -1.96
```

The gap between HOMO and LUMO (alpha / beta) comes out at 6.798 / 6.158 eV. The value obtained for the total energy is -26587.3888 eV. The value obtained for the energy above the lowest of the compared OMol25 structures with the same formula, charge and spin is 4.7806 eV.

(8)
DFT (ωB97M-V/def2-TZVPD) results for a molecular structure, C10H10CsF4N3O5P.

Geometry as XYZ:
```
34
C10H10CsF4N3O5P ωB97M-V/def2-TZVPD
N -2.10 0.97 1.56
P -0.77 1.70 1.19
O -1.14 3.31 0.93
O 0.37 1.68 2.41
C 0.10 1.08 -0.40
N -0.24 2.08 -1.42
O 1.50 1.41 -0.13
C 2.17 0.65 -1.12
O 3.10 1.06 -1.80
O 1.51 -0.56 -1.12
C 0.08 -0.44 -0.78
C 0.07 -1.27 0.58
C 1.26 -1.22 1.47
C 1.10 -2.07 2.65
C -0.09 -2.84 2.98
N -1.16 -2.85 2.15
C -1.03 -2.11 1.03
C -0.95 -0.93 -1.85
F -2.27 -0.69 -1.45
F -0.83 -2.30 -1.95
C -0.83 -0.32 -3.30
F 0.45 -0.01 -3.70
F -1.67 0.78 -3.50
H -2.26 0.23 0.86
H -2.10 3.30 0.72
H 0.61 2.62 2.53
H 0.26 2.96 -1.26
H -1.24 2.23 -1.51
H 2.17 -0.64 1.24
H 1.96 -2.12 3.37
H -0.11 -3.44 3.92
H -1.91 -2.16 0.33
H -1.21 -1.10 -4.01
Cs 5.20 1.04 -0.66
```

The gap between HOMO and LUMO comes out at 8.135 eV. Its charge is +1. The value obtained for the total energy is -45939.7071 eV.